No. 1
Here is a molecular structure, C15H35FN5O5Pt from the OMol25 dataset. Energies are from ωB97M-V/def2-TZVPD.

Atoms and positions in Å:
Pt (21.253, -22.101, 2.910)
F (22.081, -20.327, 3.694)
C (18.455, -21.110, 4.408)
O (19.330, -21.258, 3.577)
N (17.883, -22.008, 5.238)
C (16.768, -21.528, 6.104)
C (18.096, -23.469, 5.056)
H (18.219, -20.085, 4.734)
H (16.463, -20.483, 6.156)
H (17.044, -21.901, 7.090)
H (15.837, -22.006, 5.798)
H (17.867, -23.998, 5.981)
H (17.376, -23.900, 4.361)
H (19.120, -23.735, 4.793)
C (25.365, -20.071, 6.777)
O (26.086, -20.683, 7.478)
N (25.721, -19.122, 5.916)
C (24.846, -18.209, 5.188)
C (27.116, -18.715, 5.952)
H (24.286, -20.258, 6.656)
H (25.295, -18.329, 4.202)
H (24.820, -17.189, 5.571)
H (23.792, -18.489, 5.202)
H (27.754, -19.393, 6.517)
H (27.484, -18.698, 4.926)
H (27.282, -17.643, 6.062)
C (21.909, -17.968, 7.748)
O (22.563, -17.179, 8.380)
N (21.976, -19.327, 7.823)
C (21.132, -20.148, 6.969)
C (22.647, -20.013, 8.874)
H (21.164, -17.645, 7.006)
H (21.287, -19.945, 5.909)
H (20.073, -20.021, 7.191)
H (21.252, -21.231, 6.924)
H (21.834, -20.596, 9.305)
H (23.463, -20.632, 8.501)
H (22.976, -19.279, 9.610)
C (20.875, -17.240, 3.585)
O (20.760, -16.336, 4.418)
N (20.031, -17.304, 2.451)
C (18.804, -16.580, 2.255)
C (20.259, -18.348, 1.453)
H (21.708, -17.946, 3.445)
H (17.993, -17.303, 2.341)
H (18.914, -16.090, 1.288)
H (18.732, -15.757, 2.966)
H (19.684, -19.256, 1.635)
H (20.003, -17.882, 0.502)
H (21.306, -18.611, 1.601)
C (24.170, -21.856, 1.171)
O (23.190, -22.259, 1.784)
N (25.289, -21.260, 1.727)
C (26.414, -21.097, 0.775)
C (25.530, -21.047, 3.129)
H (24.228, -21.920, 0.073)
H (27.036, -21.988, 0.863)
H (26.948, -20.168, 0.972)
H (26.050, -21.254, -0.240)
H (26.214, -20.199, 3.159)
H (24.694, -20.706, 3.739)
H (25.902, -21.811, 3.813)

## Properties
HOMO-LUMO gap (alpha / beta) = 0.2274 / 0.1466 hartree
⟨S²⟩ = 2.005
HOMO (alpha / beta) = -11.09 / -11.09 eV
spin multiplicity = 3
net charge = +1

No. 2
Here is 10 unconnected molecules or ions with the total composition C5H31NO10 from the OMol25 dataset. Energies are from ωB97M-V/def2-TZVPD.

Atoms and positions in Å:
C (2.438, -0.082, 0.770)
O (2.239, -0.883, -0.409)
C (1.230, -0.158, 1.665)
C (0.157, 0.795, 1.112)
C (0.291, 2.236, 1.616)
C (-0.331, 2.479, 2.951)
N (-1.793, 2.214, 3.116)
H (2.635, 0.968, 0.508)
H (3.330, -0.574, 1.225)
H (2.892, -0.516, -1.035)
H (1.405, 0.059, 2.726)
H (0.863, -1.195, 1.669)
H (-0.854, 0.430, 1.229)
H (0.187, 0.768, 0.006)
H (-0.058, 3.003, 0.935)
H (1.383, 2.503, 1.573)
H (-0.214, 3.516, 3.285)
H (0.232, 1.941, 3.747)
H (-1.922, 1.361, 2.554)
H (-2.281, 2.820, 2.453)
H (-2.980, -3.430, 2.153)
H (-2.349, -2.663, 3.252)
O (-3.194, -2.719, 2.795)
H (1.345, 2.513, -1.328)
H (2.354, 3.661, -1.593)
O (2.287, 2.780, -1.217)
H (0.806, -3.328, -3.566)
H (0.554, -1.958, -4.441)
O (0.228, -2.612, -3.797)
H (3.993, 0.864, -3.160)
H (3.031, 1.472, -2.015)
O (3.284, 0.677, -2.542)
H (-0.296, -1.721, -2.284)
H (0.494, -0.818, -1.254)
O (-0.208, -0.815, -1.932)
H (0.808, 1.687, -3.568)
H (0.341, 0.662, -2.647)
O (0.496, 1.641, -2.659)
H (-1.863, -3.462, 0.076)
H (-0.775, -4.672, 0.109)
O (-1.227, -3.990, 0.618)
H (-2.332, 0.709, -0.633)
H (-3.049, 2.080, -0.591)
O (-2.685, 1.390, -0.046)
H (-2.245, -1.513, 1.145)
H (-3.539, -1.524, 0.207)
O (-2.619, -1.807, 0.300)

## Properties
SMILES = NCCCCCO.O.O.O.O.O.O.O.O.O
HOMO-LUMO gap = 0.3495 hartree
HOMO = -9.34 eV
energy above the lowest of the compared OMol25 structures with the same formula, charge and spin = 1.220 eV
net charge = 0

No. 3
Here is 7 unconnected molecules or ions with the total composition C42H60BClNO20 from the OMol25 dataset. Energies are from ωB97M-V/def2-TZVPD.

Atoms and positions in Å:
C (0.578, 0.905, -2.017)
C (0.707, -0.073, -1.342)
C (0.448, -1.144, -0.336)
C (1.717, -1.469, 0.448)
C (2.480, -0.169, 0.707)
C (3.454, -0.197, 1.903)
C (4.355, 1.054, 1.756)
O (-0.599, -0.872, 0.552)
B (-1.824, -0.905, -0.266)
Cl (-2.329, 0.963, -0.452)
C (-3.130, -1.684, 0.422)
C (-4.433, -1.114, -0.034)
C (-5.280, -0.454, 0.837)
C (-6.472, 0.105, 0.409)
C (-6.856, 0.010, -0.917)
C (-6.033, -0.679, -1.794)
C (-4.847, -1.232, -1.358)
O (-1.452, -1.610, -1.505)
C (-0.239, -2.263, -1.186)
C (-0.409, -3.570, -0.417)
C (0.391, -2.640, -2.554)
C (1.882, -2.724, -2.578)
N (2.544, -1.975, -3.366)
H (0.415, 1.659, -2.740)
H (1.488, -1.889, 1.424)
H (2.351, -2.191, -0.066)
H (1.739, 0.595, 0.926)
H (3.051, 0.110, -0.175)
H (2.868, -0.037, 2.804)
H (4.020, -1.119, 1.932)
H (4.190, 1.762, 2.561)
H (4.088, 1.560, 0.834)
H (5.408, 0.804, 1.655)
H (-3.115, -2.697, 0.025)
H (-3.082, -1.689, 1.500)
H (-5.025, -0.321, 1.881)
H (-7.131, 0.626, 1.093)
H (-7.765, 0.452, -1.299)
H (-6.279, -0.786, -2.842)
H (-4.178, -1.747, -2.035)
H (-0.895, -4.324, -1.027)
H (0.591, -3.956, -0.200)
H (-0.923, -3.443, 0.530)
H (0.029, -3.621, -2.868)
H (0.057, -1.914, -3.285)
H (2.407, -3.446, -1.950)
H (3.543, -2.170, -3.285)
C (-3.089, -2.017, 6.726)
C (-3.272, -3.200, 5.807)
C (-2.004, -3.977, 5.543)
O (-2.269, -4.555, 4.263)
C (-3.111, -3.701, 3.609)
O (-3.351, -3.739, 2.453)
O (-3.628, -2.790, 4.481)
H (-2.422, -1.281, 6.276)
H (-4.040, -1.520, 6.913)
H (-2.672, -2.338, 7.682)
H (-4.066, -3.854, 6.182)
H (-1.809, -4.747, 6.287)
H (-1.128, -3.329, 5.456)
C (8.227, -4.264, 3.079)
C (6.792, -4.217, 2.614)
C (6.206, -2.827, 2.567)
O (4.808, -3.087, 2.739)
C (4.707, -4.219, 3.483)
O (3.714, -4.599, 4.007)
O (5.907, -4.859, 3.547)
H (8.309, -3.913, 4.108)
H (8.609, -5.285, 3.054)
H (8.855, -3.643, 2.440)
H (6.688, -4.722, 1.650)
H (6.395, -2.315, 1.626)
H (6.544, -2.197, 3.393)
C (3.468, 4.260, -3.085)
C (4.816, 4.001, -2.460)
C (5.233, 2.552, -2.528)
O (6.100, 2.432, -1.388)
C (5.675, 3.349, -0.478)
O (6.005, 3.373, 0.658)
O (4.804, 4.218, -1.043)
H (2.685, 3.716, -2.554)
H (3.214, 5.313, -3.044)
H (3.471, 3.945, -4.130)
H (5.576, 4.662, -2.887)
H (5.750, 2.293, -3.449)
H (4.389, 1.872, -2.384)
C (-2.015, 5.869, -1.280)
C (-0.832, 5.867, -2.217)
C (0.498, 5.792, -1.513)
O (1.376, 6.411, -2.477)
C (0.627, 7.308, -3.169)
O (1.074, 8.145, -3.886)
O (-0.692, 7.112, -2.936)
H (-2.011, 6.750, -0.645)
H (-2.952, 5.878, -1.839)
H (-1.997, 4.979, -0.650)
H (-0.937, 5.069, -2.957)
H (0.811, 4.773, -1.299)
H (0.522, 6.378, -0.592)
C (-3.219, 2.767, 3.237)
C (-3.012, 4.240, 3.467)
C (-4.269, 5.065, 3.350)
O (-3.752, 6.349, 2.969)
C (-2.606, 6.121, 2.282)
O (-2.041, 6.936, 1.621)
O (-2.197, 4.843, 2.436)
H (-3.558, 2.575, 2.220)
H (-2.290, 2.215, 3.370)
H (-3.958, 2.374, 3.936)
H (-2.515, 4.410, 4.427)
H (-4.830, 5.129, 4.279)
H (-4.927, 4.709, 2.554)
C (-1.976, -4.571, -7.014)
C (-2.373, -3.209, -6.500)
C (-2.064, -2.990, -5.039)
O (-3.042, -2.007, -4.678)
C (-4.115, -2.202, -5.479)
O (-5.188, -1.721, -5.314)
O (-3.797, -3.029, -6.517)
H (-2.545, -5.352, -6.509)
H (-2.182, -4.660, -8.081)
H (-0.912, -4.743, -6.851)
H (-1.927, -2.425, -7.120)
H (-1.056, -2.629, -4.870)
H (-2.232, -3.885, -4.433)

## Properties
HOMO-LUMO gap = 0.2483 hartree
HOMO = -4.89 eV
energy above the lowest of the compared OMol25 structures with the same formula, charge and spin = 0.000 eV
net charge = -1